1.
A cluster of 2 separate species, C7H10N2S in total at a distorted geometry. Source: OMol25; level of theory: ωB97M-V with the def2-TZVPD basis set.

Computed properties:
energy: -21229.6488 eV
multiplicity: 1
orbital gap (alpha / beta): 7.02 / 7.91 eV
HOMO (alpha / beta): -0.322 / -0.329 hartree
energy above the lowest of the compared OMol25 structures with the same formula, charge and spin: 604.46 kJ/mol

Last column: Löwdin charge in e.
Element x y z (Å)
C (-0.737, -1.950, -1.639)  -0.029
C (-1.858, -1.105, -1.696)  -0.080
C (0.509, -1.375, -1.209)  -0.076
C (-1.635, 0.153, -1.305)  0.035
C (0.545, -0.072, -0.890)  -0.172
C (-0.549, 0.677, -0.934)  -0.329
C (0.381, -0.967, 2.636)  -0.032
N (0.002, 3.321, -1.441)  -0.304
N (1.072, 2.413, 0.672)  -0.339
S (-0.293, 2.539, -0.136)  0.823
H (-0.762, -3.049, -1.644)  0.110
H (-2.822, -1.420, -1.830)  0.075
H (1.376, -1.946, -0.927)  0.108
H (1.249, -1.232, 3.247)  0.026
H (1.465, 0.394, -0.380)  0.126
H (-0.450, -0.466, 3.138)  0.027
H (0.632, -0.215, 1.914)  -0.033
H (0.131, -1.899, 2.125)  0.021
H (0.795, 4.078, -1.348)  0.066
H (0.950, 2.119, 1.646)  -0.024



2.
An isolated molecule of C16H24ClN3O. Source: OMol25; level of theory: ωB97M-V with the def2-TZVPD basis set.

Computed properties:
energy: -36022.8802 eV
multiplicity: 1
orbital gap: 8.88 eV
HOMO: -0.300 hartree
SMILES: C[C@@H]1CCC[C@@H](C)N1CCNC(=O)Nc1ccc(Cl)cc1
energy above the lowest of the compared OMol25 structures with the same formula, charge and spin: 22.25 kJ/mol

Last column: Löwdin charge in e.
Element x y z (Å)
C (0.353, 0.552, -1.433)  -0.044
C (1.753, 0.843, -0.896)  -0.360
C (2.765, 0.242, -1.880)  -0.160
C (4.200, 0.412, -1.404)  -0.196
C (4.327, -0.200, -0.017)  -0.158
C (3.307, 0.407, 0.950)  -0.363
C (3.676, 1.856, 1.316)  -0.042
N (1.963, 0.242, 0.415)  -0.113
C (0.922, 0.406, 1.409)  -0.162
C (0.182, -0.926, 1.676)  -0.138
N (-1.102, -1.016, 1.021)  0.065
C (-1.401, -2.031, 0.177)  -0.567
O (-0.622, -2.901, -0.150)  0.059
N (-2.703, -2.068, -0.306)  0.133
C (-3.754, -1.166, -0.212)  -0.245
C (-3.565, 0.217, -0.207)  -0.029
C (-4.645, 1.075, -0.123)  -0.099
C (-5.930, 0.563, -0.059)  -0.685
Cl (-7.280, 1.639, 0.052)  0.664
C (-6.142, -0.807, -0.100)  -0.103
C (-5.061, -1.660, -0.178)  -0.018
H (0.144, -0.510, -1.355)  0.078
H (0.302, 0.841, -2.481)  0.084
H (-0.413, 1.108, -0.901)  0.053
H (1.891, 1.942, -0.864)  0.145
H (2.633, 0.710, -2.857)  0.115
H (2.544, -0.823, -1.977)  0.125
H (4.464, 1.471, -1.380)  0.105
H (4.884, -0.083, -2.096)  0.110
H (5.333, -0.057, 0.380)  0.112
H (4.135, -1.272, -0.088)  0.118
H (3.338, -0.186, 1.874)  0.142
H (4.651, 1.874, 1.797)  0.079
H (2.947, 2.276, 2.006)  0.069
H (3.716, 2.491, 0.436)  0.065
H (0.197, 1.174, 1.121)  0.115
H (1.365, 0.730, 2.355)  0.109
H (0.041, -1.062, 2.754)  0.118
H (0.789, -1.746, 1.291)  0.123
H (-1.848, -0.439, 1.376)  0.125
H (-2.924, -2.961, -0.726)  0.151
H (-2.573, 0.625, -0.313)  0.094
H (-4.490, 2.142, -0.121)  0.107
H (-7.146, -1.199, -0.070)  0.106
H (-5.224, -2.727, -0.212)  0.115



3.
A structure of composition C53H44FeIN4O6P2. Source: OMol25; level of theory: ωB97M-V with the def2-TZVPD basis set.

Computed properties:
energy: -134987.2442 eV
multiplicity: 6
⟨S²⟩: 8.76
orbital gap (alpha / beta): 6.83 / 5.57 eV
HOMO (alpha / beta): -0.279 / -0.279 hartree
energy above the lowest of the compared OMol25 structures with the same formula, charge and spin: 0.00 kJ/mol

Last column: Mulliken spin population.
Element x y z (Å)
Fe (0.848, 0.105, 0.309)  4.180
C (1.052, -4.534, -0.754)  0.001
C (1.409, -4.079, 0.630)  0.011
N (1.550, -5.002, 1.556)  -0.006
C (1.992, -4.660, 2.780)  0.017
C (2.420, -3.396, 3.097)  -0.008
C (3.000, -3.106, 4.456)  -0.001
O (4.396, -2.802, 4.404)  0.000
C (2.273, -2.388, 2.119)  -0.011
C (2.915, -1.106, 2.312)  0.004
N (2.704, -0.095, 1.562)  0.121
C (3.508, 1.057, 1.719)  0.008
C (3.851, 1.586, 2.957)  0.006
C (4.618, 2.739, 3.026)  0.000
C (5.042, 3.372, 1.868)  0.005
C (4.685, 2.867, 0.625)  -0.005
C (3.916, 1.721, 0.567)  -0.021
I (3.277, 0.960, -1.264)  0.026
C (1.640, -2.693, 0.905)  0.010
O (1.263, -1.786, 0.029)  0.138
H (0.417, -5.417, -0.702)  0.000
H (1.966, -4.818, -1.284)  0.001
H (0.572, -3.753, -1.334)  0.001
H (2.027, -5.455, 3.517)  0.001
H (2.810, -3.956, 5.116)  0.000
H (2.522, -2.237, 4.909)  -0.001
H (4.859, -3.573, 4.060)  0.000
H (3.692, -1.068, 3.076)  0.002
H (3.484, 1.120, 3.863)  0.000
H (4.868, 3.153, 3.994)  0.000
H (5.637, 4.274, 1.927)  0.000
H (4.987, 3.372, -0.284)  0.000
O (-1.417, 0.880, 6.899)  0.001
C (-1.260, -0.242, 6.386)  -0.001
O (-1.358, -1.396, 6.844)  0.000
C (-0.842, -0.196, 4.893)  -0.002
C (-0.932, -1.329, 4.097)  0.001
C (-0.568, -1.266, 2.767)  0.047
N (-0.100, -0.144, 2.210)  -0.014
C (0.011, 0.958, 2.982)  0.036
C (-0.363, 0.977, 4.304)  0.018
C (0.583, 2.157, 2.277)  0.004
O (0.694, 3.241, 2.801)  0.020
O (0.937, 1.893, 1.041)  0.067
H (-1.280, -2.251, 4.546)  0.001
H (-0.634, -2.134, 2.128)  0.016
H (-0.295, 1.885, 4.889)  0.002
C (-1.594, 2.148, -2.708)  0.005
N (-2.054, 0.800, -2.960)  0.002
C (-2.663, 0.142, -1.829)  0.029
P (-1.399, -0.895, -0.916)  0.001
C (-2.409, -1.934, 0.167)  0.010
C (-3.432, -1.338, 0.908)  0.013
C (-4.080, -2.049, 1.908)  -0.005
C (-3.711, -3.357, 2.183)  0.009
C (-2.705, -3.963, 1.441)  -0.006
C (-2.057, -3.258, 0.439)  0.019
C (-0.864, -1.930, -2.303)  0.010
C (0.360, -1.644, -2.901)  0.053
C (0.779, -2.346, -4.019)  0.002
C (-0.023, -3.349, -4.544)  0.001
C (-1.248, -3.638, -3.959)  0.000
C (-1.672, -2.925, -2.849)  -0.001
C (-2.115, 0.284, -4.263)  -0.002
C (-3.130, -0.591, -4.662)  0.001
C (-3.172, -1.091, -5.954)  0.000
C (-2.218, -0.730, -6.893)  0.000
C (-1.208, 0.138, -6.507)  0.000
C (-1.149, 0.631, -5.214)  0.001
P (-0.435, 2.252, -1.250)  0.090
C (0.770, 3.536, -1.703)  0.050
C (1.252, 3.631, -3.009)  0.008
C (2.290, 4.496, -3.319)  -0.005
C (2.865, 5.273, -2.325)  0.009
C (2.394, 5.184, -1.022)  -0.004
C (1.355, 4.320, -0.706)  0.000
C (-1.533, 3.036, -0.025)  -0.060
C (-2.157, 2.239, 0.931)  0.091
C (-3.031, 2.788, 1.857)  0.001
C (-3.299, 4.148, 1.826)  0.001
C (-2.696, 4.950, 0.868)  0.000
C (-1.820, 4.399, -0.056)  -0.002
H (-2.442, 2.809, -2.487)  0.004
H (-1.112, 2.550, -3.592)  0.001
H (-3.451, -0.548, -2.123)  0.004
H (-3.120, 0.877, -1.162)  -0.005
H (-3.719, -0.309, 0.725)  0.003
H (-4.861, -1.572, 2.486)  0.000
H (-4.201, -3.901, 2.980)  0.000
H (-2.410, -4.983, 1.653)  0.000
H (-1.259, -3.732, -0.118)  0.004
H (0.994, -0.868, -2.486)  -0.009
H (1.733, -2.115, -4.477)  0.000
H (0.305, -3.903, -5.415)  0.000
H (-1.879, -4.413, -4.375)  0.001
H (-2.636, -3.146, -2.407)  0.000
H (-3.911, -0.885, -3.974)  0.000
H (-3.976, -1.763, -6.227)  0.000
H (-2.259, -1.119, -7.902)  0.000
H (-0.440, 0.428, -7.214)  0.000
H (-0.316, 1.269, -4.945)  -0.001
H (0.835, 3.017, -3.798)  0.004
H (2.652, 4.559, -4.338)  0.000
H (3.676, 5.949, -2.565)  0.000
H (2.836, 5.787, -0.239)  0.000
H (1.014, 4.244, 0.319)  0.003
H (-1.928, 1.182, 0.990)  -0.004
H (-3.478, 2.159, 2.617)  0.000
H (-3.968, 4.584, 2.557)  0.000
H (-2.898, 6.013, 0.845)  0.000
H (-1.344, 5.039, -0.789)  0.000



4.
An isolated molecule of CF3NO3S at a distorted geometry. Source: OMol25; level of theory: ωB97M-V with the def2-TZVPD basis set.

Computed properties:
energy: -27649.3414 eV
multiplicity: 1
orbital gap: 8.43 eV
HOMO: -0.382 hartree
SMILES: O=NOOSC(F)(F)F
energy above the lowest of the compared OMol25 structures with the same formula, charge and spin: 334.34 kJ/mol

Last column: Löwdin charge in e.
Element x y z (Å)
O (-2.014, 0.593, -0.992)  0.013
N (-2.126, -0.547, -1.376)  -0.086
O (-1.279, -1.454, -1.222)  -0.115
O (0.136, -1.681, -0.714)  -0.262
S (1.049, 0.119, -0.806)  1.064
C (1.058, 0.612, 0.955)  -1.010
F (1.528, 1.846, 0.936)  0.111
F (-0.135, 0.613, 1.430)  0.148
F (1.784, -0.102, 1.789)  0.137



5.
A structure of composition C20H25BClIrN7O2. Source: OMol25; level of theory: ωB97M-V with the def2-TZVPD basis set.

Computed properties:
total charge: +1
energy: -51707.1683 eV
multiplicity: 1
orbital gap: 9.55 eV
HOMO: -0.418 hartree
energy above the lowest of the compared OMol25 structures with the same formula, charge and spin: 3.57 kJ/mol

Last column: Löwdin charge in e.
Element x y z (Å)
Ir (0.105, 0.396, 0.840)  1.203
C (-2.707, -0.164, 4.139)  -0.033
C (-2.290, 0.501, 2.986)  -0.120
N (-1.115, 0.026, 2.584)  -0.092
N (-0.761, -0.938, 3.448)  -0.023
C (-1.702, -1.074, 4.394)  -0.047
B (0.536, -1.705, 3.172)  -0.493
N (1.691, -0.681, 3.090)  -0.008
C (2.667, -0.456, 3.979)  -0.044
C (3.330, 0.702, 3.625)  -0.026
C (2.674, 1.141, 2.480)  -0.126
N (1.696, 0.296, 2.155)  -0.107
N (0.456, -2.371, 1.781)  -0.006
C (0.799, -3.627, 1.471)  -0.045
C (1.000, -3.711, 0.109)  -0.019
C (0.774, -2.420, -0.355)  -0.100
N (0.426, -1.621, 0.654)  -0.083
H (-3.608, -0.003, 4.703)  0.104
H (-2.787, 1.282, 2.436)  0.103
H (-1.588, -1.804, 5.178)  0.131
H (0.749, -2.518, 4.019)  0.128
H (2.820, -1.136, 4.799)  0.132
H (4.167, 1.161, 4.119)  0.107
H (2.866, 2.027, 1.901)  0.098
H (0.893, -4.368, 2.247)  0.133
H (1.287, -4.573, -0.465)  0.107
H (0.900, -2.037, -1.348)  0.098
C (-2.772, -0.875, -3.463)  0.012
N (-1.741, 0.135, -3.126)  -0.184
C (-1.469, 1.035, -4.273)  0.011
C (-0.528, -0.556, -2.535)  -0.125
C (0.690, 0.296, -2.234)  -0.243
C (1.501, 0.541, -3.351)  -0.071
C (2.668, 1.274, -3.279)  -0.071
C (3.057, 1.761, -2.041)  -0.068
C (2.288, 1.479, -0.925)  -0.126
C (1.102, 0.736, -0.952)  -0.241
H (-3.695, -0.356, -3.713)  0.112
H (-2.935, -1.513, -2.599)  0.111
H (-2.433, -1.468, -4.310)  0.109
H (-2.175, 0.733, -2.398)  0.098
H (-1.076, 0.456, -5.107)  0.107
H (-0.748, 1.787, -3.972)  0.103
H (-2.404, 1.509, -4.563)  0.111
H (-0.255, -1.308, -3.281)  0.138
H (-0.914, -1.063, -1.659)  0.090
H (1.206, 0.128, -4.310)  0.111
H (3.266, 1.444, -4.163)  0.110
H (3.966, 2.339, -1.938)  0.111
H (2.646, 1.852, 0.020)  0.048
Cl (-0.152, 2.736, 1.180)  0.747
C (-1.701, 3.013, 0.313)  -0.356
C (-2.111, 1.802, -0.512)  -0.667
O (-2.920, 2.005, -1.413)  0.053
O (-1.620, 0.644, -0.266)  -0.193
H (-1.558, 3.873, -0.332)  0.098
H (-2.459, 3.233, 1.061)  0.093



6.
A cluster of 2 separate species, C2H6N2O in total at a distorted geometry. Source: OMol25; level of theory: ωB97M-V with the def2-TZVPD basis set.

Computed properties:
energy: -7196.4070 eV
multiplicity: 1
orbital gap: 8.94 eV
HOMO: -0.321 hartree
SMILES: [H]/N=C/N.C=O
energy above the lowest of the compared OMol25 structures with the same formula, charge and spin: 326.17 kJ/mol

Last column: Löwdin charge in e.
Element x y z (Å)
H (-1.672, 1.012, 1.068)  0.044
N (-1.974, 0.467, 0.197)  -0.024
C (-1.244, -0.648, 0.280)  -0.413
N (-1.615, -1.891, -0.101)  0.077
H (-0.117, -0.432, 0.367)  0.118
H (-0.877, -2.610, 0.119)  0.125
H (-2.570, -2.107, -0.212)  0.080
C (2.412, 1.536, -0.444)  -0.060
O (3.414, 1.465, 0.359)  -0.081
H (1.728, 2.365, -0.379)  0.071
H (2.516, 0.842, -1.254)  0.065



7.
A structure of composition C12H40BO8V at a distorted geometry. Source: OMol25; level of theory: ωB97M-V with the def2-TZVPD basis set.

Computed properties:
energy: -55832.8196 eV
multiplicity: 1
orbital gap: 7.69 eV
HOMO: -0.344 hartree
energy above the lowest of the compared OMol25 structures with the same formula, charge and spin: 253.32 kJ/mol

Last column: Löwdin charge in e.
Element x y z (Å)
O (2.792, -1.394, -2.292)  -0.286
V (1.216, -1.351, -2.513)  0.958
O (0.749, -0.240, -3.623)  -0.319
B (0.805, -0.027, -0.603)  -0.390
H (1.524, -0.838, -0.224)  0.009
H (1.412, 0.645, -1.313)  0.015
H (-0.065, -0.488, -1.176)  0.015
H (0.420, 0.576, 0.286)  0.025
C (-1.838, -1.614, 1.262)  -0.151
O (-2.013, -0.338, 0.670)  -0.143
H (-2.597, -1.663, 2.047)  0.083
H (-1.996, -2.408, 0.529)  0.051
H (-0.886, -1.683, 1.795)  0.083
H (-1.147, 0.037, 0.444)  0.005
C (1.972, -3.658, -0.288)  -0.080
O (0.863, -3.161, -1.064)  -0.191
H (2.771, -2.926, -0.245)  0.084
H (1.609, -3.816, 0.731)  0.098
H (2.280, -4.630, -0.675)  0.091
H (0.130, -3.737, -0.829)  0.097
C (2.693, 0.930, 2.736)  -0.125
O (2.217, -0.185, 1.984)  -0.159
H (1.908, 1.251, 3.425)  0.056
H (3.617, 0.735, 3.274)  0.079
H (2.822, 1.709, 1.981)  0.065
H (1.673, 0.113, 1.228)  -0.015
C (2.818, 3.255, -0.650)  -0.050
C (1.414, 3.750, -0.973)  -0.461
C (0.954, 3.535, -2.418)  -0.043
O (0.488, 3.032, -0.129)  -0.099
H (3.042, 3.398, 0.405)  0.069
H (3.534, 3.844, -1.229)  0.080
H (2.916, 2.204, -0.920)  0.074
H (1.289, 4.789, -0.664)  0.133
H (1.022, 2.481, -2.681)  0.063
H (1.653, 4.140, -3.009)  0.078
H (-0.022, 3.959, -2.641)  0.078
H (0.595, 2.069, -0.232)  0.000
C (-2.849, -3.635, -2.357)  -0.041
C (-1.756, -3.458, -3.403)  -0.441
C (-2.337, -3.222, -4.798)  -0.037
O (-0.994, -2.295, -3.006)  -0.133
H (-3.602, -2.850, -2.448)  0.093
H (-2.477, -3.630, -1.333)  0.059
H (-3.381, -4.584, -2.465)  0.088
H (-1.012, -4.256, -3.393)  0.142
H (-1.523, -2.957, -5.471)  0.088
H (-3.068, -2.413, -4.803)  0.090
H (-2.833, -4.145, -5.098)  0.089
H (-1.580, -1.549, -3.198)  0.109
C (-1.138, 1.063, 3.348)  -0.047
C (-0.897, 2.087, 4.467)  -0.460
C (-1.447, 3.456, 4.127)  -0.070
O (-1.637, 1.593, 5.611)  -0.064
H (-1.100, 0.018, 3.647)  0.080
H (-0.338, 1.157, 2.607)  0.059
H (-2.060, 1.299, 2.818)  0.082
H (0.159, 2.231, 4.706)  0.119
H (-0.843, 3.883, 3.320)  0.085
H (-1.329, 4.131, 4.978)  0.080
H (-2.475, 3.438, 3.764)  0.086
H (-2.115, 2.342, 5.976)  0.066



8.
An isolated molecule of C5H12OS at a distorted geometry. Source: OMol25; level of theory: ωB97M-V with the def2-TZVPD basis set.

Computed properties:
energy: -18261.0840 eV
multiplicity: 1
orbital gap: 9.62 eV
HOMO: -0.320 hartree
SMILES: CSCCCCO
energy above the lowest of the compared OMol25 structures with the same formula, charge and spin: 133.33 kJ/mol

Last column: Löwdin charge in e.
Element x y z (Å)
C (-2.888, -1.408, 0.023)  -0.374
S (-1.465, -0.646, -0.842)  0.829
C (-0.899, 0.607, 0.344)  -0.485
C (0.413, 0.297, 1.099)  -0.227
C (1.688, 0.830, 0.375)  -0.185
C (2.183, 0.372, -1.041)  -0.254
O (1.581, -0.780, -1.612)  -0.089
H (-2.758, -2.471, -0.144)  0.023
H (-3.802, -0.979, -0.362)  0.025
H (-2.817, -1.240, 1.098)  0.037
H (-1.746, 0.681, 1.045)  0.066
H (-0.887, 1.524, -0.255)  0.073
H (0.609, -0.767, 1.142)  0.107
H (0.404, 0.969, 1.943)  0.101
H (1.636, 1.921, 0.420)  0.101
H (2.572, 0.534, 0.944)  0.097
H (3.212, 0.029, -0.854)  0.105
H (2.328, 1.202, -1.739)  0.105
H (0.636, -0.676, -1.583)  -0.051